Entry 1:
Below is 8 unconnected molecules or ions with the total composition C36H39N8O15 in a non-equilibrium geometry, with properties calculated with ωB97M-V/def2-TZVPD.

The value obtained for the lowest unoccupied orbital energy is 0.15 eV. Its multiplicity is 1. The calculation puts the energy above the lowest of the compared OMol25 structures with the same formula, charge and spin at 0.0 kJ/mol. Its net charge is -1. For the highest occupied orbital energy, the calculation gives -7.02 eV.

Atoms and positions in Å:
N (-28.24285, -21.77632, -65.69709)
O (-28.50076, -22.94791, -65.17220)
O (-29.06530, -21.12351, -66.37337)
O (-27.15436, -21.22091, -65.46168)
C (-22.64323, -21.09638, -62.26452)
C (-23.92752, -21.13954, -63.00340)
C (-25.07680, -20.53368, -62.27252)
C (-24.93402, -20.08497, -60.84472)
C (-23.60559, -20.29753, -60.15572)
C (-22.48143, -20.79681, -60.88574)
N (-26.05252, -19.36279, -60.10938)
O (-26.12080, -19.47075, -58.81276)
O (-26.78472, -18.62752, -60.79844)
H (-21.74874, -21.59537, -62.81925)
H (-23.93907, -21.56727, -64.24952)
H (-25.96554, -20.37436, -62.92423)
H (-23.44450, -19.90347, -59.06370)
H (-21.45514, -20.86891, -60.37708)
C (-28.85033, -23.17714, -70.20626)
C (-29.07329, -23.78320, -68.79884)
C (-28.10812, -24.94036, -68.37568)
C (-27.31777, -25.66040, -69.52576)
C (-27.23190, -25.00673, -70.97485)
C (-27.95554, -23.70079, -71.24439)
N (-26.63619, -26.91969, -69.20995)
O (-25.54918, -27.15598, -69.90391)
O (-26.85007, -27.37979, -68.14087)
H (-29.36338, -22.26774, -70.40104)
H (-29.69813, -23.43130, -68.00973)
H (-28.11532, -25.50777, -67.45584)
H (-26.65209, -25.42715, -71.68370)
H (-27.97804, -23.19476, -72.21483)
C (-26.82517, -19.09893, -68.81957)
C (-27.55234, -18.30603, -67.75999)
C (-27.59704, -16.77722, -67.82904)
C (-26.92550, -16.05556, -69.03922)
C (-26.09970, -16.87485, -69.95784)
C (-26.10936, -18.43983, -69.72661)
N (-26.85895, -14.61602, -69.13980)
O (-27.75642, -13.92103, -68.51251)
O (-26.16162, -14.06872, -69.96332)
H (-26.85500, -20.15835, -68.53264)
H (-28.02407, -18.90318, -66.95499)
H (-28.16753, -16.17718, -67.24435)
H (-25.60037, -16.32995, -70.76904)
H (-25.78483, -19.01533, -70.59804)
C (-31.42831, -18.85204, -66.89508)
C (-31.73257, -19.73989, -68.07232)
C (-32.87846, -19.31306, -69.11606)
C (-33.50674, -17.88025, -69.00172)
C (-33.22451, -17.05951, -67.67971)
C (-32.22534, -17.62424, -66.72865)
N (-34.43876, -17.30036, -70.05518)
O (-34.86773, -16.14415, -69.81070)
O (-34.67119, -18.00256, -70.99445)
H (-30.83016, -19.17901, -66.19152)
H (-31.18755, -20.68968, -68.19510)
H (-33.16070, -20.02628, -69.93043)
H (-33.61130, -16.06908, -67.51910)
H (-32.08391, -17.01159, -65.91706)
C (-32.32816, -24.05312, -64.14836)
C (-33.55883, -23.96590, -63.37159)
C (-34.74417, -23.39464, -64.07387)
C (-34.70510, -23.01238, -65.56906)
C (-33.30080, -23.01856, -66.21310)
C (-32.13501, -23.55341, -65.34679)
N (-35.85995, -22.58089, -66.31297)
O (-35.54869, -22.29911, -67.57445)
O (-36.90949, -22.40683, -65.77014)
H (-31.51550, -24.37188, -63.43207)
H (-33.51826, -24.14792, -62.34590)
H (-35.81513, -23.13747, -63.62992)
H (-33.07130, -22.83119, -67.33728)
H (-31.02351, -23.40731, -65.90566)
C (-27.12914, -26.09004, -63.65489)
O (-27.61028, -27.19151, -63.26686)
N (-26.04393, -26.02130, -64.44036)
C (-25.49357, -24.72050, -64.95573)
C (-25.34246, -27.12163, -64.92754)
H (-27.55621, -25.16984, -63.58638)
H (-26.09908, -23.84624, -64.48533)
H (-25.43232, -24.66285, -66.01932)
H (-24.43332, -24.73066, -64.39389)
H (-24.90023, -26.94659, -65.89457)
H (-25.88832, -28.08516, -65.09592)
H (-24.57958, -27.43215, -64.18154)
C (-24.39200, -21.28586, -67.29544)
O (-23.49153, -20.45505, -67.14380)
N (-24.55004, -21.85688, -68.46697)
C (-25.61579, -22.76720, -68.81029)
C (-23.51776, -21.66885, -69.58726)
H (-25.08840, -21.68424, -66.61515)
H (-25.52218, -23.43316, -68.10883)
H (-25.43728, -23.32681, -69.79092)
H (-26.51428, -22.33866, -68.70535)
H (-22.48186, -21.52632, -69.25609)
H (-23.72451, -20.74339, -70.12163)
H (-23.61584, -22.44595, -70.32541)

---

Entry 2:
Below is a molecular structure, C36H40AuN4P2Te, with properties calculated with ωB97M-V/def2-TZVPD.

The value obtained for the lowest unoccupied orbital energy is -2.49 eV. Its multiplicity is 1. The calculation puts the energy above the lowest of the compared OMol25 structures with the same formula, charge and spin at 0.0 kJ/mol. Its net charge is +1. For the highest occupied orbital energy, the calculation gives -9.43 eV.

Atoms and positions in Å:
Au (2.14997, -0.23755, 0.49742)
N (3.73664, 3.67807, 2.31005)
C (3.69567, 4.49682, 1.07720)
C (4.30496, 3.70464, -0.07749)
C (3.47834, 2.48888, -0.50532)
N (3.64889, 1.33664, 0.43387)
C (2.01344, 2.85866, -0.72991)
C (1.37273, 3.70837, 0.36606)
N (1.03229, 2.87696, 1.57201)
C (2.25242, 4.88967, 0.75981)
H (4.70512, 3.48754, 2.55268)
H (1.88851, 2.60584, 2.06191)
H (3.37505, 4.21658, 3.09265)
H (4.27307, 5.41857, 1.19811)
H (5.32125, 3.39177, 0.17908)
H (4.40079, 4.36941, -0.93932)
H (3.87020, 2.14001, -1.46105)
H (3.73611, 1.68390, 1.38684)
H (4.51796, 0.85747, 0.21645)
H (1.41507, 1.96388, -0.91331)
H (1.95691, 3.44706, -1.64904)
H (0.41280, 4.06596, -0.00735)
H (0.41927, 1.99828, 1.26871)
H (0.46556, 3.41749, 2.22474)
H (1.81107, 5.42964, 1.60361)
H (2.26497, 5.59200, -0.07620)
Te (-2.75315, -2.14745, 0.97991)
C (-3.13021, -2.86513, -0.97541)
C (-2.96314, -2.07827, -2.10492)
C (-3.18937, -2.64135, -3.35237)
N (-3.59174, -3.89642, -3.53726)
C (-3.78650, -4.63197, -2.44644)
C (-3.56313, -4.17236, -1.15567)
C (-1.02432, -1.02242, 0.69125)
P (-1.02165, 0.71837, 0.49335)
C (-2.61480, 1.29922, 1.14975)
C (-3.75425, 1.50899, 0.38068)
C (-4.94511, 1.89270, 0.98183)
C (-5.01117, 2.06236, 2.35654)
C (-3.88133, 1.84750, 3.13543)
C (-2.69125, 1.47341, 2.53254)
C (-1.03525, 1.25470, -1.26026)
C (-1.38295, 2.56520, -1.60275)
C (-1.18158, 3.04031, -2.88935)
C (-0.61420, 2.21611, -3.85541)
C (-0.26370, 0.91552, -3.52732)
C (-0.47228, 0.43846, -2.23791)
P (0.50250, -1.82510, 0.61347)
C (0.73229, -2.91648, 2.05072)
C (0.18391, -2.52952, 3.27122)
C (0.38911, -3.29815, 4.40540)
C (1.14879, -4.45820, 4.32921)
C (1.70248, -4.84553, 3.11789)
C (1.49701, -4.07734, 1.98049)
C (0.66315, -2.94485, -0.81328)
C (1.49369, -2.62942, -1.88597)
C (1.53008, -3.43669, -3.01446)
C (0.73011, -4.56730, -3.08099)
C (-0.09287, -4.89715, -2.01244)
C (-0.12197, -4.09630, -0.88269)
H (-2.65689, -1.04455, -2.03019)
H (-3.04733, -2.04702, -4.24948)
H (-4.12602, -5.64952, -2.60979)
H (-3.70830, -4.83948, -0.31422)
H (-3.72232, 1.35483, -0.69091)
H (-5.82747, 2.04463, 0.37401)
H (-5.94269, 2.35512, 2.82255)
H (-3.93104, 1.96873, 4.20976)
H (-1.81461, 1.28285, 3.14518)
H (-1.84178, 3.21244, -0.86118)
H (-1.47988, 4.04923, -3.14612)
H (-0.46212, 2.58450, -4.86148)
H (0.16225, 0.26072, -4.27749)
H (-0.21581, -0.58600, -1.99702)
H (-0.42176, -1.63147, 3.31688)
H (-0.05031, -2.99927, 5.34820)
H (1.30416, -5.06262, 5.21320)
H (2.29006, -5.75199, 3.05455)
H (1.92659, -4.38996, 1.03703)
H (2.10670, -1.73537, -1.84759)
H (2.18076, -3.18106, -3.84071)
H (0.74887, -5.19359, -3.96315)
H (-0.71877, -5.77828, -2.06145)
H (-0.75850, -4.36490, -0.04757)

---

> What is the energy above the lowest of the compared OMol25 structures with the same formula, charge and spin in the first record?

0.0 kJ/mol